Entry 1:
107
Properties=species:S:1:pos:R:3:forces:R:3:mulliken_charge:R:1 method="wB97M-V/def2-TZVPD" gap_ha=0.2733 multiplicity=1 total_charge=+1
C -8.487910 -4.084936 -7.929772 0.0250 -0.0087 -0.0161 -0.600
H 1.443209 6.945744 1.374885 -0.1269 -0.1256 0.0373 0.366
H 4.022407 3.160247 3.442295 0.0216 0.0400 -0.0191 -0.253
C -1.315377 -3.465631 1.940794 0.0082 -0.0462 -0.0249 0.288
C 2.061290 3.486673 2.557910 0.0745 -0.2228 -0.1489 -1.640
C 3.032194 3.468102 3.764380 -0.0435 0.1308 0.1075 0.676
C 4.319975 2.662464 -1.252691 -0.2724 -0.0177 -0.0316 -0.300
H 6.452841 1.373666 1.570074 0.0085 -0.0924 0.0078 -0.047
N 2.879579 4.221100 0.205675 0.2303 -0.0009 -0.0904 -0.201
H 3.418861 2.802578 5.764543 0.0239 0.0053 -0.0198 0.516
H 5.063427 0.999659 -0.186342 -0.0561 -0.1314 -0.0563 0.411
C 0.125865 -2.189253 3.376283 0.0018 -0.0154 -0.0226 -0.773
C -2.863580 -4.839007 0.449964 0.0216 -0.0198 0.0102 0.188
C -0.133791 -3.347613 2.665161 0.0154 0.0252 0.0080 -0.653
C 8.016283 0.844647 2.935462 -0.0377 -0.0015 -0.0727 -0.993
H -4.566898 -7.066046 -1.441907 -0.0011 0.0020 0.0035 0.414
O 5.177388 4.614643 1.700451 0.0381 0.0706 0.0775 -0.372
C -10.038470 -2.909446 -6.388996 0.0433 -0.0115 0.0468 0.502
H 8.912867 1.055725 1.006670 0.0211 0.0288 -0.0085 0.302
H -5.540862 -5.645467 -7.350018 -0.0050 -0.0013 -0.0010 0.407
C -4.350260 -6.151197 -0.905840 0.0182 -0.0120 0.0169 -0.675
C -2.238004 -2.421763 1.936542 -0.0438 0.0051 -0.0001 0.320
C -3.800296 -3.801695 0.466829 -0.0132 0.0272 0.0067 0.248
C -1.971059 -1.257579 2.648692 0.0245 0.0124 0.0022 -0.844
C 4.124424 1.545527 -0.249330 0.2021 0.0154 0.0312 -1.671
C -10.347715 -2.529786 -4.979136 -0.0155 -0.0132 -0.0322 0.241
H 8.267080 1.059795 3.979517 -0.0241 -0.0404 -0.0110 0.310
C -8.206927 -3.584825 -4.187150 -0.0359 0.0153 -0.0541 0.544
H 10.326175 4.745257 1.959567 -0.0070 -0.0241 -0.0167 0.396
O -0.734869 -5.604365 1.137055 0.0037 -0.0122 -0.0091 -0.656
C -1.565086 -4.722619 1.168688 -0.0276 0.0643 0.0185 0.666
C 3.225465 3.717856 -1.197256 0.0095 -0.0200 0.3416 -1.316
H 4.954836 0.871595 4.051762 0.0273 -0.0268 0.0388 0.213
H -9.135012 -2.785573 -1.831152 0.0028 0.0026 -0.0077 0.518
H -7.099580 -5.112417 -9.193168 0.0028 0.0022 0.0037 0.396
H 0.562106 -4.175725 2.657635 -0.0058 -0.0007 -0.0058 0.499
C 2.629112 2.706477 5.020357 0.1436 -0.0678 -0.0213 -1.772
P 4.188944 5.288847 0.866002 -0.1609 -0.3201 -0.1417 0.132
H 3.501296 4.581315 -1.790304 -0.1227 0.0265 -0.1017 0.792
N 1.665695 6.229078 -1.208962 0.2026 0.1852 0.4902 -0.415
I 3.338380 5.516377 4.440035 0.0036 -0.0042 -0.0319 0.141
H 10.620045 3.588656 3.244380 0.0313 -0.1001 -0.0249 0.344
H -6.073192 -4.918427 -5.032326 -0.0077 0.0005 0.0014 0.546
C 3.333572 0.729367 1.954590 0.1484 0.0094 -0.1175 -0.584
C 10.343881 3.678676 2.191781 0.0156 0.1076 0.0494 -1.558
H 10.047577 1.180701 2.327588 -0.0342 -0.0315 0.0051 0.538
H 1.047161 7.032767 -1.301131 -0.0840 -0.2059 -0.2499 0.332
O -4.311379 -1.602742 1.171503 -0.0113 0.0089 -0.0141 -0.662
H -9.181964 -3.836976 -8.721291 0.0005 0.0056 0.0073 0.482
O 0.958048 6.106132 1.310118 0.2996 0.1453 -0.0576 -0.506
H 3.401234 6.236268 1.515877 0.0041 0.1092 0.0048 0.005
H 3.379107 0.850402 -0.648995 -0.0495 0.0818 0.0173 0.484
C -3.142156 -6.011088 -0.242903 -0.0254 -0.0079 -0.0114 -0.565
H 4.291293 2.259150 -2.259367 0.0906 -0.0078 -0.0399 0.654
H -2.402678 -6.800338 -0.246474 -0.0006 0.0049 0.0074 0.483
H 11.134598 3.217687 1.596609 -0.0195 0.0268 -0.0111 0.385
H 2.906553 1.015847 2.911218 -0.1025 -0.0008 0.0678 -0.393
C 5.511186 0.355468 3.261955 0.0460 -0.0064 -0.1163 -0.935
O -7.435827 -3.837408 -3.284235 0.0228 -0.0356 0.0628 -0.661
Br 6.092332 3.473221 -1.157649 0.0806 0.0513 0.0661 -0.061
C -0.792528 -1.143553 3.364059 0.0426 0.0132 -0.0451 -0.726
C -6.739411 -4.693163 -5.854129 0.0104 -0.0125 -0.0207 -0.594
C -9.486079 -2.863282 -3.933146 0.0311 -0.0051 0.0079 0.228
C 2.589485 3.010441 1.155722 -0.1492 -0.0927 0.1440 -0.816
C 8.993606 3.022556 1.921345 0.0739 -0.0022 0.0485 0.395
C -7.325733 -4.792962 -8.184293 -0.0176 0.0094 -0.0069 -0.491
C 3.733580 1.984069 1.160148 0.0243 0.0578 0.0848 3.038
H -2.703145 -0.460869 2.626780 -0.0073 -0.0105 0.0081 0.505
C -6.449785 -5.094267 -7.146981 0.0056 0.0033 0.0195 -0.527
C -9.814406 -2.514982 -2.627901 -0.0167 0.0207 0.0137 -0.478
H 1.712477 3.100143 5.454956 -0.0358 -0.0506 -0.0423 0.533
C -3.527471 -2.526988 1.185189 0.0665 -0.0323 0.0199 0.518
H 8.261817 3.415613 2.631829 0.0142 0.0097 -0.0105 0.074
C -5.009665 -3.949440 -0.201573 -0.0155 -0.0200 -0.0178 -0.707
H -12.175575 -1.589124 -5.540978 0.0038 -0.0092 -0.0002 0.486
H 8.644125 3.330812 0.933126 -0.0602 -0.0300 0.0001 -0.079
O -10.778338 -2.607806 -7.298952 -0.0070 0.0020 -0.0073 -0.661
H 4.607452 2.424326 1.634141 -0.0179 0.1267 -0.0344 -0.865
H -11.249104 -1.569864 -1.351655 0.0014 0.0038 -0.0044 0.411
C -8.782928 -3.678929 -6.633781 -0.0293 0.0183 -0.0086 0.332
H 6.441057 2.303886 3.046673 0.0046 0.0427 -0.1150 0.048
H 2.500956 1.642942 4.813341 -0.0807 0.0089 -0.0126 0.341
H 1.648798 4.481057 2.472916 0.0633 -0.0118 -0.0413 1.061
C 9.047906 1.483611 2.005071 -0.0471 0.0596 0.0045 -0.857
C -5.286006 -5.123242 -0.882915 -0.0367 0.0268 -0.0317 -0.305
H 2.620829 6.568160 -1.218948 -0.0297 -0.0033 -0.0279 0.222
C -11.845809 -1.495047 -3.412539 -0.0029 0.0012 -0.0207 -0.482
H 1.733824 2.550947 0.659831 0.0297 0.0093 -0.1070 0.834
H 1.042429 -2.099514 3.946169 -0.0045 0.0031 0.0031 0.491
H 6.018011 -0.477734 3.754133 -0.0119 0.0083 -0.0128 0.665
H -0.571063 -0.232005 3.903841 -0.0679 -0.1073 0.1102 0.874
H -5.722438 -3.136485 -0.178899 0.0115 0.0045 -0.0092 0.528
C -10.992404 -1.835650 -2.368764 0.0174 -0.0089 0.0066 -0.571
C -7.908653 -3.988253 -5.591188 0.0037 -0.0046 0.0337 0.209
C -11.525168 -1.840688 -4.714315 -0.0156 0.0079 0.0228 -0.636
C 4.503364 -0.216123 2.256286 -0.0732 0.0032 0.0981 -1.099
I 0.216423 2.400595 2.895065 -0.0374 0.1418 -0.0037 0.278
H 5.025336 -0.518699 1.343748 -0.0349 -0.0071 0.0109 0.389
H 2.546997 0.197104 1.409534 -0.0195 0.0190 0.0102 0.629
H 4.067888 -1.131306 2.663865 0.0087 0.0049 0.0117 0.462
H -12.764354 -0.960917 -3.207650 0.0019 -0.0048 0.0021 0.393
H 8.067034 -0.241988 2.811567 0.0512 0.0184 0.0761 0.454
H -6.227628 -5.227573 -1.405616 0.0195 0.0150 -0.0227 0.456
P 1.121446 5.174819 0.004018 -0.1968 0.0842 -0.1284 0.392
H 4.592770 5.866341 -0.343126 0.0518 0.0973 0.0256 0.217
C 6.579769 1.292146 2.656189 -0.0280 0.0547 0.1061 0.518
I 1.526927 2.841113 -2.198614 -0.0734 -0.0396 -0.0872 0.277


Entry 2:
82
Properties=species:S:1:pos:R:3:forces:R:3:lowdin_spin:R:1 method="wB97M-V/def2-TZVPD" gap_ha="0.2803 / 0.0719" s_squared=0.75 multiplicity=2 total_charge=+1
H -4.304995 -26.889499 -5.361274 0.1858 0.1468 -0.0002 0.000
C -5.224386 -28.202532 -6.752709 1.8661 -0.3533 -2.2994 0.000
H -6.949491 -21.691052 -3.360004 -0.7353 -0.7497 -0.0734 0.000
H -3.525896 -12.188543 -3.504732 -0.3775 -0.6140 -0.2432 0.001
H -6.492090 -14.967892 -6.908768 -0.2332 -0.2388 0.6417 0.000
H -4.852345 -31.380464 -7.672179 1.0589 0.3490 0.0913 0.000
C -5.551670 -18.821992 -8.723239 0.6432 -0.7881 0.3326 0.000
H -8.535127 -16.310650 -1.708883 0.2268 -0.0927 -0.1862 0.000
H -7.365814 -26.487843 -3.392786 -0.0267 0.4118 0.5070 0.000
C -8.877722 -14.181491 -1.376793 1.6568 -2.0402 -1.2697 0.069
Cl -4.036843 -16.672078 -3.871179 -0.4505 0.2260 0.3060 0.001
C -5.151478 -30.334704 -7.742931 -1.7549 -0.6775 0.5795 0.000
H -6.181359 -28.250102 -7.272371 -0.3229 0.1177 0.5603 0.000
H -5.454475 -24.790057 -2.468887 -0.2430 -0.4476 0.5087 0.000
H -8.075629 -14.221979 -7.296938 0.2048 0.0187 -0.0520 0.000
H -7.099524 -12.967925 0.047215 0.2077 -0.0583 0.1424 0.010
H -5.369274 -22.373476 -3.504734 0.3250 0.1143 -0.0893 0.000
C -5.798211 -16.640035 -3.617195 -1.3192 -1.8318 -0.1785 0.004
H -7.112392 -16.662187 -8.191220 0.0397 -0.6767 -0.0456 0.000
H -7.662982 -11.862350 -1.139489 -0.0942 0.1296 -0.6904 0.036
H -6.743622 -14.439479 -8.472206 -0.3796 0.2601 -0.5205 0.000
H -5.777334 -27.124104 -3.154642 0.2980 0.2869 -0.1105 0.000
H -2.701448 -17.854635 -6.137297 0.2223 0.0378 -0.1109 0.000
N -6.434719 -26.815052 -5.162799 1.6623 0.0454 1.0494 0.000
O -5.390479 -11.752728 -2.629045 -1.8403 -0.9978 0.4880 0.021
C -8.565227 -12.540829 -4.951777 0.6551 -0.1646 -0.1929 0.000
H -11.123434 -16.000074 -3.777599 -0.2305 0.3324 -0.1329 0.000
O -7.872956 -16.113706 -7.985510 -0.0995 -0.3784 0.0473 0.000
H -8.801936 -14.058221 -0.296435 -0.6100 -1.0748 0.1081 0.003
H -8.116536 -11.611282 -5.302099 -0.2796 0.0661 0.2420 0.000
H -6.352201 -25.942242 -5.664292 -0.3845 0.1459 -0.5034 0.000
H -3.501919 -11.057419 -2.282207 -0.0339 0.8509 0.0041 0.001
H -7.279245 -13.559785 -2.726610 0.4936 -1.1746 -2.0307 0.022
C -4.125999 -11.363021 -3.121988 1.4629 -1.0639 0.8519 0.002
H -4.150958 -10.653651 -3.949195 -0.6958 0.2365 0.5166 0.000
C -5.505289 -12.486941 -1.371154 0.2551 1.8868 -0.8969 0.009
O -4.591778 -29.480600 -6.765882 -0.1229 -1.0833 0.0418 0.000
C -2.390252 -18.643119 -6.822535 0.1312 -0.0273 -0.4710 0.000
H -10.213842 -15.870994 -1.730039 -0.1963 0.0595 -0.0610 0.000
H -6.187243 -15.631838 -3.474784 0.2521 0.1843 -0.8812 0.003
H -4.967380 -13.434844 -1.355730 0.0067 -0.2307 -0.3364 0.000
H -10.029647 -15.992766 -5.203745 -0.0185 0.2165 0.0926 0.000
H -4.915420 -24.693490 -4.044815 -0.0144 -0.0514 -0.7352 0.000
H -7.587511 -17.351500 -4.804947 0.0481 0.2371 0.4482 0.000
C -7.006409 -12.722835 -1.010779 2.6994 -1.3749 0.1986 0.069
H -3.646281 -19.992204 -5.670275 -0.7051 -0.0812 -0.9797 0.000
H -4.519685 -27.670913 -7.392147 -0.4790 0.7828 -0.5613 0.000
O -5.272586 -17.500788 -8.304875 -0.3867 0.7992 -0.1625 0.000
O -9.206037 -15.416736 -3.471530 2.6325 2.6757 1.9768 0.003
O -6.802968 -23.843134 -3.682211 -0.2310 -0.4703 -0.7563 0.000
H -5.224691 -16.971461 -9.104323 0.2178 0.2946 -0.0488 0.000
C -6.337800 -26.398317 -3.743892 -1.4849 1.7834 0.0602 0.000
C -9.229594 -15.554717 -2.075469 -0.6616 0.6178 1.4091 0.011
H -8.972182 -12.465242 -3.943430 -0.6469 0.5845 -0.1905 0.000
H -5.208942 -30.021723 -8.785448 0.9249 0.4916 -0.0939 0.000
C -5.175745 -27.541171 -5.433398 -0.6718 -0.1857 0.6354 0.000
H -2.903913 -18.506747 -7.774193 0.0855 -0.0325 0.1225 0.000
H -5.031513 -28.302237 -4.666537 -0.2119 -0.1347 -0.0082 0.000
H -9.916189 -17.218705 -3.958923 0.0516 -0.3664 -0.1222 0.000
C -6.514489 -17.522662 -4.718736 0.2070 1.5712 0.1955 0.001
Cl -2.347791 -21.360026 -7.156232 -0.1122 -0.5617 -0.3926 0.000
Cl -0.612522 -18.466034 -7.175981 -0.7124 0.0419 0.2259 0.000
H -6.266295 -22.794254 -2.068242 -0.1272 0.7134 0.3544 0.000
C -5.825099 -24.914302 -3.486385 -0.2421 0.1347 0.5442 0.000
H -9.287611 -12.891919 -5.688661 -0.3168 0.1777 0.1870 0.000
C -2.681975 -19.972150 -6.178033 0.2945 1.0043 1.8436 0.000
O -7.497269 -13.475340 -4.861357 0.5196 -0.1133 0.6141 0.011
H -6.207964 -30.466579 -7.509392 -0.5374 0.2265 0.1797 0.000
H -5.031166 -11.854500 -0.620604 -0.1492 -0.0609 0.4035 0.003
H -4.909125 -19.099663 -9.558786 -0.1300 -0.0609 -0.1558 0.000
H -6.598978 -18.994747 -8.971019 -0.0411 0.0485 0.0408 0.000
Cl -6.360113 -19.274365 -4.401511 0.3418 0.5428 -0.2071 0.001
C -10.103867 -16.158542 -4.128988 -2.1260 -2.5245 -1.4760 0.001
H -6.118857 -17.196219 -5.680517 0.2547 -0.7066 -0.1563 0.000
H -2.100089 -19.996073 -5.256645 0.7752 -0.3494 -0.2310 0.000
C -7.291234 -14.893409 -7.646276 0.4913 0.8912 0.0196 0.000
H -9.546744 -13.378010 -1.684888 0.1768 0.2093 -0.6863 0.034
H -7.899788 -14.273471 -4.511259 -0.1328 -0.5789 -0.2921 0.000
H -6.090287 -17.133796 -2.690380 0.7134 -0.1253 0.3132 0.000
C -6.371516 -22.586920 -3.133157 1.2621 -1.6441 0.1381 0.000
H -5.237744 -19.435944 -7.879073 -0.3483 -0.2974 -0.0838 0.000
N -7.469501 -13.892317 -1.792086 -2.6328 4.5331 1.6944 0.682


Entry 3:
14
Properties=species:S:1:pos:R:3:forces:R:3:nbo_charge:R:1 method="wB97M-V/def2-TZVPD" smiles="CC[C@@H](O)C=O" gap_ha=0.3768 multiplicity=1 total_charge=0
C -0.727050 0.164617 -0.830694 0.3901 -0.4258 0.5608 -0.386
H -0.245800 -0.121253 -1.779251 0.1258 -0.0807 0.4641 0.204
H 2.095647 0.198321 -1.105428 0.1252 0.0716 -0.0439 0.126
H 0.066832 1.664104 -0.320129 1.4171 2.6454 0.4788 0.241
H -1.517635 0.894712 -1.136491 0.8253 -0.1105 0.6677 0.201
C 0.487289 0.880928 0.248126 -1.4755 -1.6734 -1.2774 -0.033
O 2.397977 -0.372431 0.811110 -0.3708 0.3811 -0.4712 -0.556
C -1.316138 -0.957111 -0.043742 -0.1101 -0.3778 0.1466 -0.632
H -0.530935 -1.692381 0.145365 -0.2091 -0.1868 0.1095 0.206
H -2.164475 -1.439489 -0.529691 0.0153 -0.0424 -0.0179 0.214
C 1.777767 0.221395 -0.053282 -0.1173 -0.1401 -0.0948 0.389
H 0.806569 0.135873 1.952696 -0.1785 0.3999 -0.0787 0.494
O 0.237148 0.855325 1.607362 -0.3779 -0.1787 -0.3824 -0.692
H -1.640833 -0.544526 0.916253 -0.0597 -0.2818 -0.0611 0.226


Entry 4:
7
Properties=species:S:1:pos:R:3:forces:R:3:nbo_charge:R:1 method="wB97M-V/def2-TZVPD" smiles="NS[N+](=O)[O-]" gap_ha=0.3579 multiplicity=1 total_charge=0
H -1.003217 1.149311 -0.809946 -2.1050 2.9153 0.5221 0.373
N 0.383412 -0.646603 1.215550 -0.1130 0.9714 -1.8727 0.463
N -0.536316 0.401547 -1.155063 3.1810 -2.6778 -0.5907 -0.915
O 1.226336 -0.910735 2.023640 -0.3074 -0.0584 -0.0994 -0.343
S 0.961060 0.379953 -0.363401 -0.2274 -0.8142 1.5236 0.373
O -0.804668 -0.816907 1.210197 0.4863 -0.3731 0.7232 -0.342
H -0.226608 0.443434 -2.120977 -0.9145 0.0367 -0.2060 0.391